1.
17
Properties=species:S:1:pos:R:3:forces:R:3 method="wB97M-V/def2-TZVPD" homo_ev="-4.20 / -4.20" largest_force_ev_per_a=4.1 charge=-1 lumo_ev="3.62 / 3.62" gap_ev="7.825 / 7.825"
C -0.86853 1.28853 -0.35725 0.12 -1.38 1.70
C 1.51200 -0.50814 -1.68633 -1.60 1.02 1.76
C -0.36598 0.07593 0.53499 2.29 1.15 -1.55
C 0.02670 0.42447 1.94192 -0.77 1.31 -0.15
C -0.80247 -1.37400 0.35696 1.17 1.30 -2.75
N 0.19650 1.42426 -1.16240 0.66 0.12 -1.07
N 1.16041 0.49211 -0.63974 -2.55 -1.11 3.02
O 1.39001 0.03199 -2.76779 0.34 0.35 -3.32
O -1.81977 2.01708 -0.18052 -0.45 -0.10 -0.21
O 1.77592 -1.64293 -1.34074 0.79 -1.34 0.66
H 0.43648 -0.53867 2.24842 1.14 0.75 0.76
H -0.79203 0.66801 2.66487 -0.03 -0.47 -0.85
H 0.56381 1.42239 1.87796 0.38 -1.72 0.50
H -1.56379 -1.58144 1.10114 -0.36 -0.46 -0.35
H 0.07563 -2.06469 0.32890 -0.49 0.62 0.71
H -1.04076 -1.37638 -0.75352 -0.82 -0.66 1.37
H 0.11587 1.24147 -2.16687 0.19 0.62 -0.24

***

2.
24
Properties=species:S:1:pos:R:3:forces:R:3 method="wB97M-V/def2-TZVPD" homo_ev=-12.85 largest_force_ev_per_a=4.1 charge=+1 lumo_ev=-3.56 gap_ev=9.288
C 1.92835 -0.78784 1.31583 1.13 1.58 1.60
C 1.10345 -1.62020 -0.91098 -0.47 -2.41 -0.50
C -2.53762 1.28405 -0.02504 -1.28 1.18 1.51
C 0.78652 -0.95273 0.41301 -2.43 1.99 -0.37
C -0.05900 0.44008 0.28127 -1.56 -1.58 -0.26
C -1.75724 0.10373 -0.52540 2.54 0.10 3.17
N 0.63752 1.52477 -0.57010 2.14 -1.15 0.83
S -2.46547 -1.54963 0.05500 0.97 1.11 -1.03
H 2.43712 -1.72446 1.39749 0.52 -0.49 0.39
H 2.65819 -0.03539 0.97686 0.08 -0.37 -0.55
H 1.71387 -0.34617 2.31979 -0.35 -0.89 -0.51
H 0.15884 -1.53158 -1.47090 0.34 -0.56 -0.24
H 1.32070 -2.80345 -0.74038 -0.53 2.94 -0.40
H 1.89304 -1.25350 -1.58943 -0.02 0.19 0.73
H -2.53193 2.23891 -0.61123 0.20 -1.02 0.02
H -3.60774 0.98838 0.09806 0.71 0.51 -0.22
H -2.17807 1.59190 1.01561 -0.68 -0.53 -1.26
H -0.04108 -1.56208 0.84021 0.81 0.18 0.12
H -0.25865 0.97068 1.31165 0.38 -1.33 -2.00
H -1.61549 0.06916 -1.58083 0.16 -0.20 -0.72
H 0.10379 2.36448 -0.53812 -0.64 0.93 -0.26
H 0.78915 1.20962 -1.52794 -0.37 0.00 -0.15
H 1.62545 1.77424 -0.23805 -1.59 -0.52 -0.13
H -3.21395 -1.09280 1.05105 -0.07 0.34 0.26

***

3.
125
Properties=species:S:1:pos:R:3:forces:R:3 method="wB97M-V/def2-TZVPD" smiles="CCOC(=O)OC.CCOC(=O)OC.CCOC(=O)OC.CCOC(=O)OC.CCOC(=O)OC.CCOC(=O)OC.CCOC(=O)OC.CN(C)C=O.BrCCBr" homo_ev=-9.20 largest_force_ev_per_a=2.7 charge=0 lumo_ev=0.48 gap_ev=9.684
C -1.12752 -2.13516 1.56964 0.52 0.19 1.49
C -2.34272 -1.23783 1.45053 -0.23 -0.66 -1.11
O -2.07591 -0.06381 2.21807 1.19 0.05 0.27
C -3.00294 0.85034 2.38145 -0.85 0.21 -0.97
O -4.17334 0.72045 2.12257 -0.23 -0.12 0.32
O -2.44238 1.98354 2.78553 0.70 -0.27 1.00
C -3.31565 2.95448 3.36352 -0.27 0.42 -0.59
H -0.16935 -1.76884 1.19743 -0.34 0.38 -0.47
H -1.24501 -3.16004 1.22494 -0.41 0.09 -0.18
H -0.94864 -2.17063 2.65321 0.09 -0.42 -0.04
H -3.22789 -1.75010 1.82534 -0.03 0.08 0.20
H -2.55648 -0.97085 0.41365 -0.01 0.23 0.13
H -3.86691 3.39933 2.53553 -0.21 0.18 0.27
H -2.69256 3.70652 3.84004 0.11 -0.04 -0.15
H -4.00589 2.55034 4.10341 0.07 -0.31 -0.15
C 6.60150 -4.92280 1.06841 -0.02 0.43 -0.31
C 5.36478 -4.02649 1.11123 -0.16 -1.30 -0.33
O 5.50661 -2.99628 2.08233 0.12 0.31 -0.18
C 5.45544 -1.74508 1.62209 -0.47 0.43 -0.36
O 5.03888 -1.37026 0.55492 0.05 -0.23 -0.36
O 5.90338 -0.94489 2.55853 0.81 -0.42 1.88
C 6.04374 0.42749 2.33118 -0.49 1.26 -2.31
H 6.29167 -5.88503 0.66102 0.15 -0.05 0.00
H 7.04742 -5.07457 2.04940 -0.21 -0.02 0.10
H 7.37067 -4.50300 0.41859 0.03 -0.02 0.02
H 4.52121 -4.66683 1.38040 -0.07 0.32 0.36
H 5.12580 -3.62736 0.12565 0.17 0.26 0.12
H 5.16624 0.80578 1.79791 -0.34 0.05 0.58
H 6.80439 0.65515 1.57438 0.43 -0.44 0.34
H 6.25182 1.01682 3.21476 -0.13 -0.58 0.40
C -7.55791 1.54873 -0.20585 -0.05 -0.54 -0.58
C -6.23978 0.82127 -0.41984 -0.41 -0.68 1.13
O -5.31490 1.69162 -1.04484 -0.01 0.45 -0.15
C -4.09222 1.24306 -1.28861 0.28 0.46 -0.13
O -3.68073 0.12630 -1.17691 -0.14 -0.86 0.17
O -3.36214 2.27699 -1.69368 -0.67 0.72 -0.84
C -2.10562 2.01014 -2.27399 1.29 -0.11 0.34
H -7.83183 2.12416 -1.09093 0.08 0.15 0.07
H -7.57830 2.17062 0.68486 0.12 0.10 -0.04
H -8.31906 0.77093 -0.11699 -0.11 0.13 0.25
H -6.38882 -0.10978 -0.97193 0.13 0.27 -0.45
H -5.85050 0.50149 0.55219 0.16 0.14 -0.16
H -1.38908 2.14366 -1.45927 0.27 -0.42 -0.21
H -1.80529 2.72581 -3.04080 -0.76 0.41 0.14
H -2.00720 1.03422 -2.74904 -0.30 -0.20 0.44
C -0.26524 -0.16753 -5.46347 -0.18 0.49 0.38
C -0.45792 -1.63492 -5.12083 0.60 0.74 -0.70
O -1.70117 -1.79500 -4.43219 0.40 -0.22 0.36
C -2.81268 -1.63635 -5.14916 0.80 0.23 0.13
O -2.86181 -1.74974 -6.34472 -0.71 0.04 -0.03
O -3.77541 -1.30381 -4.28989 -0.28 -0.02 -0.51
C -5.10203 -1.33360 -4.83329 0.17 -0.88 -0.33
H -0.42917 0.40887 -4.55199 -0.12 0.11 -0.08
H -0.98207 0.16073 -6.21591 0.00 -0.07 -0.04
H 0.73923 0.10612 -5.78296 0.07 -0.38 -0.11
H 0.32678 -1.95940 -4.44336 -0.16 -0.19 0.19
H -0.36749 -2.20812 -6.04243 -0.46 -0.41 0.13
H -5.26538 -0.61639 -5.63677 0.13 0.37 0.35
H -5.75611 -1.22733 -3.97501 -0.12 0.24 -0.15
H -5.24766 -2.31231 -5.30036 -0.18 0.02 0.18
C 2.18197 -1.54842 4.85192 -0.11 0.93 0.13
C 2.02446 -2.86243 4.13317 0.59 -0.71 1.44
O 2.01938 -2.65859 2.73894 -0.23 0.56 -0.63
C 2.07252 -3.70727 1.91501 0.15 0.03 0.79
O 2.11972 -4.85742 2.25898 -0.15 -0.18 -0.28
O 2.10170 -3.22160 0.68379 -0.06 0.67 -0.71
C 1.90692 -4.12547 -0.40995 -0.20 -1.02 1.04
H 3.15271 -1.07529 4.69561 0.10 -0.26 -0.08
H 2.03786 -1.66430 5.92760 0.15 -0.31 -0.01
H 1.45626 -0.78187 4.57064 -0.16 -0.27 -0.32
H 1.15346 -3.39895 4.52337 -0.32 0.14 -0.63
H 2.85828 -3.51328 4.41924 0.07 0.04 -0.29
H 2.56875 -4.97831 -0.24610 0.05 0.04 -0.39
H 2.07901 -3.62542 -1.35430 0.13 0.28 0.17
H 0.88364 -4.50110 -0.34236 0.01 0.05 -0.28
C 2.67721 -1.04448 -7.86571 0.76 -0.51 -0.54
C 3.95928 -0.45166 -7.27380 -1.56 0.79 -0.42
O 4.42969 -1.23614 -6.18339 0.50 0.47 -0.29
C 3.95596 -0.88029 -4.98885 0.16 -0.78 0.17
O 3.10146 -0.07205 -4.75837 -0.08 0.28 0.01
O 4.57829 -1.64863 -4.08732 -0.30 0.05 -0.16
C 4.11575 -1.51949 -2.75493 -0.11 0.12 1.28
H 3.04335 -1.88938 -8.45603 -0.54 -0.04 -0.23
H 2.20107 -0.31019 -8.51489 0.03 -0.09 -0.11
H 1.92322 -1.44113 -7.19082 0.21 0.29 0.44
H 3.77188 0.59011 -7.00612 0.15 -0.15 0.59
H 4.68344 -0.39513 -8.08280 0.48 -0.48 0.37
H 4.65498 -2.24719 -2.15284 0.22 0.07 -0.16
H 3.05223 -1.69597 -2.58106 0.03 -0.14 -0.72
H 4.28989 -0.52629 -2.33571 0.26 0.02 -0.24
C 0.03727 4.17107 0.77097 -0.14 -0.05 -0.23
C -0.59970 5.44245 0.25319 -0.33 -0.38 0.31
O -1.96997 5.19310 -0.10595 0.31 -0.02 -0.26
C -2.95921 5.47907 0.72331 -0.26 -0.23 0.15
O -2.92396 6.05521 1.77512 0.39 0.32 0.32
O -4.05139 4.96596 0.17657 -0.31 -0.22 -0.61
C -5.31500 5.30747 0.70271 -0.88 -0.15 0.15
H -0.35680 3.89932 1.75031 0.27 0.16 0.15
H 1.11545 4.33469 0.77208 0.03 -0.24 0.37
H -0.18020 3.31111 0.13625 0.03 0.16 -0.22
H -0.14642 5.75876 -0.68234 0.12 0.19 0.10
H -0.53792 6.20649 1.02747 -0.10 0.23 -0.23
H -6.04720 4.87791 0.02040 0.16 0.02 -0.15
H -5.49198 6.38068 0.75411 0.31 0.06 0.06
H -5.52285 4.85601 1.67416 0.38 0.10 0.14
C -1.17922 -0.03116 5.93956 -0.28 0.80 -0.59
N -0.32650 1.06627 6.38454 -0.90 -1.05 0.65
C 0.06139 1.99722 5.36319 0.31 0.07 -0.39
C -0.02418 1.21469 7.69609 0.83 0.85 -0.58
O 0.64491 2.14430 8.11024 -0.24 -0.24 0.36
H -0.72426 -0.47114 5.05093 0.02 -0.42 0.18
H -2.14484 0.35686 5.59371 -0.02 0.09 0.04
H -1.41350 -0.75564 6.71425 0.44 -0.05 0.11
H 0.81620 2.69734 5.71007 0.06 -0.20 0.24
H 0.45754 1.39366 4.54152 0.03 0.31 -0.16
H -0.77326 2.58805 4.97807 -0.16 -0.15 0.07
H -0.37960 0.39534 8.33563 -0.14 -0.04 0.01
Br 1.92083 1.12773 1.99216 0.12 -0.17 -0.17
C 1.96880 0.09659 0.31956 0.29 -0.41 0.36
C 0.78886 0.54580 -0.49661 0.36 -0.10 -0.15
Br 0.67448 -0.46576 -2.16332 0.02 0.11 0.34
H 1.98707 -0.95730 0.58943 -0.37 0.11 0.11
H 2.94115 0.27970 -0.13107 -0.14 0.33 -0.15
H 0.94694 1.58805 -0.75656 -0.34 0.00 -0.16
H -0.16611 0.37694 -0.01034 0.05 0.16 0.17

***

4.
57
Properties=species:S:1:pos:R:3:forces:R:3 method="wB97M-V/def2-TZVPD" smiles="CCC1=CN2c3[nH]c(=O)sc3[C@@H]3OC(CCn4c5ccccc5c5ccccc54)=NN3[C@@H]2C=C1" homo_ev=-7.43 largest_force_ev_per_a=1.1 charge=0 lumo_ev=0.55 gap_ev=7.983
C -0.57883 2.16865 -4.32662 0.19 0.03 -0.14
C 0.88469 1.72777 -4.39261 -0.26 -0.13 0.11
C 1.26182 0.93766 -3.17439 0.05 -0.53 -0.45
C 1.32216 -0.40482 -3.18449 -0.08 0.58 -0.27
N 1.65432 -1.13920 -2.06728 0.17 0.05 0.10
C 1.56867 -2.50687 -1.99883 0.01 -0.49 0.76
N 1.81933 -3.33457 -3.07614 0.00 0.85 -0.41
C 1.80882 -4.67698 -2.82659 -0.17 -0.42 0.50
O 2.00603 -5.55000 -3.62513 0.11 -0.24 -0.33
S 1.45102 -4.91129 -1.09225 0.03 0.10 -0.07
C 1.34811 -3.17866 -0.84306 -0.05 0.19 -0.29
C 0.88707 -2.50169 0.41144 1.06 -0.18 -0.27
O -0.49104 -2.73891 0.65853 -0.57 0.06 0.36
C -1.11475 -1.53637 0.44296 0.38 0.07 -0.41
C -2.56916 -1.40463 0.69150 0.11 -0.03 0.26
C -2.78981 -1.00978 2.17472 -0.14 -0.22 -0.25
N -1.91149 0.05358 2.56503 -0.11 0.03 0.22
C -2.02431 1.35757 2.13102 0.24 0.51 0.06
C -3.10472 2.00364 1.54951 -0.12 -0.09 -0.05
C -2.96450 3.34115 1.23014 -0.07 -0.03 -0.04
C -1.77933 4.02759 1.48086 0.06 0.22 -0.05
C -0.70009 3.39084 2.06069 -0.06 -0.12 0.02
C -0.81814 2.04766 2.38939 -0.37 -0.03 -0.17
C 0.08074 1.08991 2.96828 -0.03 -0.40 0.08
C 1.39996 1.15584 3.39412 -0.12 -0.05 -0.03
C 1.99752 0.01032 3.88052 0.24 0.04 0.05
C 1.29147 -1.18738 3.95172 -0.01 -0.07 0.00
C -0.02434 -1.27578 3.53817 -0.09 -0.16 -0.02
C -0.62784 -0.13163 3.03747 0.46 0.32 0.27
N -0.33892 -0.57645 0.16123 -0.78 0.35 -0.44
N 0.95850 -1.03686 0.24208 0.26 -0.42 0.66
C 1.87390 -0.52611 -0.75194 0.01 -0.05 0.24
C 1.76408 0.96444 -0.80099 0.05 -0.01 -0.24
C 1.48526 1.62518 -1.92350 0.17 -0.18 0.38
H -1.23265 1.30017 -4.29413 -0.08 -0.06 0.02
H -0.75773 2.76165 -3.43314 -0.09 0.08 0.09
H -0.83577 2.76519 -5.19878 -0.11 0.10 -0.06
H 1.52309 2.61146 -4.46111 0.07 -0.03 -0.09
H 1.04152 1.12537 -5.28944 0.08 0.05 -0.02
H 1.10360 -0.98265 -4.07065 -0.04 0.00 -0.12
H 2.06848 -2.99425 -3.99282 0.04 -0.12 0.06
H 1.45899 -2.82658 1.29384 -0.22 0.02 -0.15
H -2.95060 -0.61276 0.04719 0.01 -0.07 -0.03
H -3.07478 -2.34521 0.47786 -0.08 0.03 -0.07
H -2.59780 -1.87283 2.81518 -0.10 0.11 0.01
H -3.82813 -0.69702 2.31443 0.09 -0.10 0.07
H -4.03214 1.48756 1.34922 -0.09 -0.05 -0.02
H -3.79216 3.86545 0.77480 -0.06 0.02 -0.03
H -1.70872 5.07245 1.21638 0.01 0.08 -0.02
H 0.21855 3.92388 2.25582 0.09 0.07 0.02
H 1.94625 2.08598 3.34108 0.07 0.10 0.00
H 3.02523 0.03771 4.21157 0.08 0.01 0.03
H 1.78311 -2.06862 4.33832 0.02 -0.07 0.04
H -0.54941 -2.21803 3.59576 -0.04 -0.07 0.00
H 2.87367 -0.84571 -0.40114 -0.25 0.04 -0.10
H 1.88452 1.45167 0.15164 0.05 0.14 0.14
H 1.40668 2.70128 -1.91749 -0.01 0.18 0.08

***

5.
51
Properties=species:S:1:pos:R:3:forces:R:3 method="wB97M-V/def2-TZVPD" homo_ev=-11.23 largest_force_ev_per_a=3.3 charge=+1 lumo_ev=-3.38 gap_ev=7.849
N -2.45523 0.96543 -2.08142 0.67 -1.10 1.41
C -2.98722 1.75864 -0.86980 0.15 -0.53 -0.35
C -4.38682 1.02113 -0.41713 -0.47 1.61 0.72
C -4.24878 0.02206 0.87703 -0.90 -0.69 -0.41
C -3.28756 -1.29585 0.62395 -0.19 -0.34 1.20
C -1.67913 -0.98153 0.66307 0.58 0.00 -1.24
C -0.77129 -2.20685 1.33109 -0.42 0.87 -0.09
C 0.02322 -1.51508 2.60968 -0.42 -0.13 -0.07
C 1.30461 -2.38044 3.15329 -0.75 2.19 2.32
N 1.84461 -3.40919 2.18465 0.57 -0.68 0.86
C 1.83221 -2.94125 0.74625 -1.07 0.36 -2.21
C 0.25703 -2.90765 0.22958 0.26 -0.39 0.17
H -2.92653 0.01520 -2.12345 0.68 1.65 0.21
H -1.43065 0.73662 -1.94306 -1.53 0.63 -0.34
H -2.17947 1.80298 0.00726 -1.88 -0.22 -1.68
H -3.11529 2.86566 -1.23965 -0.12 -2.19 0.85
H -4.91546 0.50755 -1.35610 1.39 0.94 2.09
H -5.13189 1.89739 -0.09778 1.49 -1.98 -0.59
H -3.95602 0.58706 1.88622 -0.33 -1.12 -2.40
H -5.34434 -0.40458 1.08371 2.36 0.88 -0.46
H -3.60524 -1.91948 -0.34268 0.77 1.61 1.98
H -3.50722 -2.02971 1.53815 0.42 1.51 -1.86
H -1.40906 0.05512 1.18607 -0.85 -2.35 -0.94
H -1.29477 -0.86569 -0.45978 -0.86 -0.13 2.44
H -1.56879 -3.01515 1.69967 2.06 1.64 -0.61
H 0.40549 -0.42085 2.37513 -0.85 -2.37 0.13
H -0.79428 -1.39219 3.46596 2.01 -0.35 -1.71
H 2.18396 -1.63370 3.39792 -1.75 -1.61 -0.56
H 0.97735 -2.87197 4.17842 1.00 0.58 -2.32
H 2.85303 -3.61096 2.45546 -1.59 0.11 -0.28
H 1.28477 -4.29835 2.35242 0.91 1.19 -0.77
H 2.47019 -3.69677 0.09336 -1.34 1.69 1.47
H 2.27427 -1.85523 0.67204 -0.67 -2.25 0.46
H 0.23511 -2.37836 -0.82610 0.04 -1.00 2.30
H -0.08758 -4.01722 0.06814 0.72 2.07 0.23
C 4.46129 1.79612 -2.25086 0.16 0.27 0.12
O 4.05928 3.07038 -1.75545 -0.32 -0.40 -0.27
C 2.98241 3.62998 -2.51263 -0.01 0.16 0.58
C 1.64388 3.45915 -1.78677 0.15 -0.09 -0.58
O 1.26817 2.08073 -1.70826 0.24 -0.14 0.56
C 1.53143 1.52227 -0.42548 -0.10 0.16 -0.37
H 5.10649 1.32749 -1.50410 -0.01 0.16 -0.03
H 3.60690 1.14153 -2.43218 -0.07 0.02 -0.05
H 5.03068 1.92144 -3.17755 -0.04 -0.12 -0.01
H 2.94383 3.19545 -3.51844 -0.07 -0.03 0.14
H 3.18970 4.69990 -2.61804 -0.06 -0.05 -0.01
H 0.86576 3.96948 -2.36300 0.04 -0.02 0.03
H 1.67541 3.91349 -0.78918 0.10 -0.08 -0.09
H 0.78613 1.88015 0.29171 0.02 0.00 0.16
H 2.53490 1.77112 -0.06946 -0.03 0.05 -0.01
H 1.45049 0.43453 -0.50186 -0.08 0.02 -0.12

***

6.
15
Properties=species:S:1:pos:R:3:forces:R:3 method="wB97M-V/def2-TZVPD" smiles="C[C@@H]1C=CON1N" homo_ev=-8.25 largest_force_ev_per_a=4.2 charge=0 lumo_ev=1.15 gap_ev=9.394
C -0.63817 -0.60371 -1.74388 2.19 3.28 1.30
C 0.22729 0.07146 -0.50971 0.67 -2.04 -1.31
C 1.11362 -0.99590 0.21725 -0.66 1.06 -0.34
C 0.60029 -1.14534 1.44510 0.21 0.55 -0.24
O -0.52015 -0.29194 1.71122 1.91 -1.00 -0.91
N -0.63853 0.53109 0.55872 -1.12 2.82 0.65
N -0.15171 1.96270 0.95474 -1.49 0.15 0.47
H -0.03924 -0.75168 -2.63011 0.54 -0.21 -0.04
H -1.34868 0.15942 -2.01293 -0.69 0.01 0.00
H -1.05048 -1.48691 -1.42141 -1.21 -1.97 0.68
H 0.81569 0.91796 -0.94086 -0.45 -0.58 0.59
H 1.99581 -1.41682 -0.30428 -0.81 0.04 0.90
H 0.93249 -1.77650 2.28571 -0.49 0.48 -0.58
H -0.82290 2.60614 0.45193 0.86 -1.20 0.11
H -0.47532 2.22002 1.93851 0.54 -1.40 -1.27

***

7.
14
Properties=species:S:1:pos:R:3:forces:R:3 method="wB97M-V/def2-TZVPD" homo_ev=-8.37 largest_force_ev_per_a=2.7 charge=0 lumo_ev=0.77 gap_ev=9.146
O 1.24727 0.11653 2.23029 0.19 0.20 0.11
C 0.94611 -0.30867 1.03216 0.07 -0.67 1.27
C -0.57590 -0.42341 0.86202 0.34 -0.29 0.23
C -0.42786 -0.17154 -0.58760 1.07 -0.99 0.16
C -0.11364 1.25856 -0.78465 -2.04 0.37 -1.33
C -0.30639 -1.11335 -1.51247 -0.16 -0.15 -0.02
H 2.21528 0.16607 2.22601 -0.11 0.09 0.33
H -1.16095 0.32317 1.42531 0.21 -0.18 -0.18
H -0.94538 -1.42578 1.09130 0.25 -0.07 0.10
H -1.18412 1.14397 -1.17094 0.70 2.48 -0.70
H 0.65665 1.53631 -1.51187 -0.56 -0.18 0.00
H -0.18155 1.95753 0.05267 0.31 -0.57 0.08
H -0.53846 -2.13595 -1.24766 0.01 -0.05 -0.14
H 0.12882 -0.91482 -2.48845 -0.28 0.02 0.08

***

no.,electronic energy (Ha)
1,-529.93139
2,-690.82952
3,-8155.72839
4,-1827.03119
5,-812.75242
6,-341.82014
7,-270.37481